Density functional theory data (ωB97M-V/def2-TZVPD) for 2 unconnected molecules or ions with the total composition C13H21BNOS2 at a distorted geometry.

Values from the calculation:
Orbital gap ... 7.59 eV
Total energy ... -1458.92830 Ha
Strongest force on any atom ... 2.893 eV/A
Net charge ... +1

CARTESIAN COORDINATES (ANGSTROEM)
C1 -3.99 0.22 -0.86
B1 -3.19 0.29 -2.26
O1 -2.79 1.53 -2.74
S1 -2.78 -1.32 -3.20
S2 -3.69 -1.27 -5.07
C2 -0.93 -1.35 -3.37
C3 -0.32 -1.41 -1.92
C4 1.03 -0.86 -1.76
C5 1.61 -0.89 -0.44
C6 0.89 -1.41 0.74
C7 -0.46 -1.94 0.57
C8 -1.33 -2.50 1.74
C9 -1.04 -1.94 -0.77
H1 -3.47 0.91 -0.12
H2 -3.96 -0.80 -0.40
H3 -5.04 0.57 -0.98
H4 -2.47 2.01 -1.95
H5 -4.65 -2.27 -4.96
H6 -0.66 -0.35 -3.82
H7 -0.58 -2.17 -4.04
H8 1.61 -0.44 -2.61
H9 2.63 -0.47 -0.28
H10 1.31 -1.44 1.77
H11 -2.37 -2.07 1.63
H12 -1.43 -3.60 1.59
H13 -0.89 -2.20 2.71
H14 -2.06 -2.38 -0.89
C10 2.93 3.17 1.59
C11 2.66 2.69 3.02
C12 3.80 1.85 3.59
C13 4.00 0.63 2.76
N1 4.15 -0.31 2.12
H15 3.02 2.33 0.90
H16 2.10 3.79 1.24
H17 3.84 3.76 1.54
H18 1.73 2.12 3.03
H19 2.51 3.56 3.66
H20 3.57 1.54 4.61
H21 4.73 2.42 3.61

Density functional theory data (ωB97M-V/def2-TZVPD) for a single CH2N4O2 molecule at a distorted geometry.

Values from the calculation:
Energy relative to the best compared isomer or geometry (same formula, charge and spin) ... 96.9 kcal/mol
Orbital gap ... 9.42 eV
SMILES string ... O/N=c1/[nH]nno1
Total energy ... -408.63110 Ha
Strongest force on any atom ... 7.184 eV/A

CARTESIAN COORDINATES (ANGSTROEM)
O1 -2.50 -0.21 -0.05
N1 -1.50 0.59 -0.04
C1 -0.29 0.19 0.06
N2 0.84 1.10 0.04
N3 1.96 0.31 -0.15
N4 1.74 -0.89 -0.09
O2 0.25 -1.00 0.21
H1 -2.29 -1.25 -0.40
H2 0.77 2.06 0.32

Density functional theory data (ωB97M-V/def2-TZVPD) for a molecular structure, C16H23BN6Ti at a distorted geometry.

Values from the calculation:
Multiplicity ... 3
Orbital gap (alpha / beta) ... 7.05 / 4.98 eV
Total energy ... -1825.56768 Ha
Strongest force on any atom ... 7.654 eV/A
Net charge ... +2

CARTESIAN COORDINATES (ANGSTROEM)
C1 -2.00 -0.55 1.75
N1 -1.32 0.38 1.03
N2 -2.27 1.21 0.46
C2 -3.50 0.85 0.92
C3 -3.37 -0.27 1.72
B1 -2.13 2.59 -0.24
N3 -0.83 3.10 0.50
N4 0.30 2.41 0.91
C4 1.06 3.30 1.64
C5 0.29 4.42 1.90
C6 -0.88 4.26 1.19
Ti1 0.90 0.45 1.50
N5 -2.33 2.62 -1.89
N6 -1.36 1.99 -2.63
C7 -1.55 2.22 -3.91
C8 -2.76 2.96 -4.09
C9 -3.22 3.19 -2.78
H1 -0.79 1.86 -4.60
H2 -4.10 3.73 -2.46
H3 -3.15 3.24 -5.04
H4 -3.03 3.34 0.13
H5 -1.77 4.88 1.21
H6 -4.37 1.43 0.69
H7 0.55 5.22 2.58
H8 -4.16 -0.81 2.23
H9 2.07 3.07 1.96
H10 -1.48 -1.31 2.30
H11 1.99 1.38 -0.19
C10 2.70 0.84 0.49
H12 3.54 1.54 0.50
H13 2.45 0.78 1.63
H14 3.03 -0.10 0.04
C11 0.88 -5.13 -0.23
C12 1.98 -4.10 0.05
C13 2.80 -4.51 1.28
C14 2.89 -4.04 -1.20
C15 1.45 -2.75 0.44
C16 1.28 -1.60 0.90
H15 1.28 -6.15 -0.33
H16 0.37 -4.90 -1.18
H17 0.14 -5.14 0.57
H18 3.29 -5.49 1.18
H19 3.59 -3.77 1.47
H20 2.15 -4.53 2.16
H21 2.31 -3.90 -2.11
H22 3.63 -3.24 -1.13
H23 3.45 -4.98 -1.33

Density functional theory data (ωB97M-V/def2-TZVPD) for 3 unconnected molecules or ions with the total composition C5H18NO2 at a distorted geometry.

Values from the calculation:
Energy relative to the best compared isomer or geometry (same formula, charge and spin) ... 26.1 kcal/mol
Orbital gap ... 11.37 eV
Total energy ... -406.28022 Ha
Strongest force on any atom ... 3.016 eV/A
Net charge ... +1

CARTESIAN COORDINATES (ANGSTROEM)
C1 -1.79 0.06 -1.76
C2 -0.85 0.46 -0.63
C3 0.53 -0.22 -0.86
C4 1.68 0.27 0.01
C5 2.31 1.53 -0.67
N1 -1.33 0.29 0.81
H1 -2.74 0.63 -1.63
H2 -1.47 0.52 -2.73
H3 -1.80 -1.03 -1.86
H4 -0.68 1.60 -0.83
H5 0.62 -0.12 -1.95
H6 0.56 -1.33 -0.78
H7 2.52 -0.49 -0.01
H8 1.40 0.34 1.04
H9 2.55 2.24 0.10
H10 1.62 2.01 -1.39
H11 3.16 1.16 -1.24
H12 -1.92 1.04 1.14
H13 -1.85 -0.52 0.97
H14 -0.49 0.38 1.38
H15 0.03 1.25 3.87
H16 1.20 0.24 3.37
O1 0.34 0.63 3.23
H17 -0.60 -3.91 0.58
H18 -1.94 -3.70 -0.13
O2 -1.05 -3.34 -0.05

Density functional theory data (ωB97M-V/def2-TZVPD) for 14 unconnected molecules or ions with the total composition C11H44N3O14 at a distorted geometry.

Values from the calculation:
Energy relative to the best compared isomer or geometry (same formula, charge and spin) ... 5.8 kcal/mol
Orbital gap ... 9.17 eV
Total energy ... -1662.93194 Ha
Strongest force on any atom ... 1.127 eV/A
Net charge ... +1

CARTESIAN COORDINATES (ANGSTROEM)
C1 2.52 -3.53 2.34
C2 1.86 -2.80 1.45
N1 2.05 -3.02 0.05
C3 2.42 -4.22 -0.52
C4 2.48 -4.07 -1.85
N2 2.12 -2.75 -2.08
C5 1.87 -2.12 -0.92
C6 1.50 -0.67 -0.96
C7 0.83 -0.04 0.27
C8 -0.61 -0.47 0.59
C9 -1.52 -0.75 -0.60
N3 -1.37 -2.09 -1.19
C10 -1.50 -3.15 -0.32
C11 -2.70 -3.24 0.58
O1 -0.63 -4.00 -0.27
H1 3.15 -4.37 2.08
H2 2.40 -3.30 3.38
H3 1.15 -2.09 1.81
H4 2.64 -5.12 0.02
H5 2.73 -4.79 -2.60
H6 2.07 -2.33 -2.99
H7 0.89 -0.54 -1.85
H8 2.42 -0.11 -1.14
H9 0.80 1.03 0.06
H10 1.47 -0.13 1.14
H11 -0.59 -1.30 1.30
H12 -1.06 0.36 1.13
H13 -1.38 0.04 -1.34
H14 -2.55 -0.65 -0.27
H15 -0.56 -2.19 -1.78
H16 -2.45 -2.96 1.60
H17 -3.54 -2.68 0.20
H18 -2.97 -4.29 0.61
O2 4.60 -3.07 4.79
H19 5.03 -2.56 4.09
H20 4.71 -3.99 4.53
O3 -1.08 1.96 -2.13
H21 -0.67 1.88 -3.00
H22 -1.79 2.61 -2.27
O4 -2.12 3.68 0.25
H23 -2.30 3.42 1.17
H24 -1.47 3.04 -0.06
O5 -1.64 -1.44 -4.43
H25 -1.82 -1.75 -3.53
H26 -0.99 -2.06 -4.78
O6 -4.43 2.62 -1.79
H27 -4.93 1.92 -1.34
H28 -3.77 2.90 -1.14
O7 -3.92 3.89 2.46
H29 -3.89 4.69 3.00
H30 -4.53 4.12 1.75
O8 -0.53 -4.20 3.11
H31 -0.09 -3.71 2.40
H32 -0.46 -5.12 2.84
O9 6.21 -1.19 2.71
H33 6.09 -0.36 2.25
H34 7.05 -1.09 3.17
O10 -3.19 6.67 2.61
H35 -3.37 7.45 2.06
H36 -2.30 6.81 2.93
O11 0.67 2.78 -4.87
H37 0.50 3.56 -5.42
H38 1.57 2.92 -4.54
O12 5.72 -2.72 -2.64
H39 6.02 -3.63 -2.58
H40 4.82 -2.73 -2.29
O13 -4.64 7.99 0.59
H41 -4.64 8.91 0.30
H42 -5.42 7.61 0.18
O14 -1.10 7.03 0.90
H43 -0.76 7.41 0.08
H44 -1.10 6.08 0.74

Density functional theory data (ωB97M-V/def2-TZVPD) for a gas-phase ion, C7H13N2O2 (charge +1) at a distorted geometry.

Values from the calculation:
Energy relative to the best compared isomer or geometry (same formula, charge and spin) ... 209.2 kcal/mol
Orbital gap ... 8.61 eV
SMILES string ... CCOCCOn1cc[nH+]c1
Total energy ... -533.95006 Ha
Strongest force on any atom ... 7.702 eV/A
Net charge ... +1

CARTESIAN COORDINATES (ANGSTROEM)
C1 2.17 -1.63 0.82
C2 2.98 -0.61 -0.19
O1 2.58 0.77 0.18
C3 1.40 1.15 -0.63
C4 0.24 1.96 0.26
O2 -0.55 1.07 1.13
N1 -1.55 0.46 0.46
C5 -2.59 -0.29 1.26
C6 -3.64 -0.97 0.19
N2 -3.14 -0.53 -1.19
C7 -1.88 0.34 -1.01
H1 2.00 -1.03 1.83
H2 2.85 -2.56 1.06
H3 1.16 -1.93 0.30
H4 2.80 -0.86 -1.34
H5 4.15 -0.77 -0.03
H6 0.90 0.18 -1.07
H7 1.66 1.87 -1.53
H8 0.87 2.66 0.99
H9 -0.40 2.70 -0.40
H10 -2.59 -0.33 2.43
H11 -4.55 -1.65 0.48
H12 -3.61 -0.82 -2.10
H13 -1.25 0.80 -1.90

Density functional theory data (ωB97M-V/def2-TZVPD) for a molecular structure, C16H30O10S4Tl at a distorted geometry.

Values from the calculation:
Energy relative to the best compared isomer or geometry (same formula, charge and spin) ... 0.0 kcal/mol
Orbital gap ... 2.62 eV
Total energy ... -3144.97034 Ha
Strongest force on any atom ... 3.613 eV/A
Net charge ... -1

CARTESIAN COORDINATES (ANGSTROEM)
Tl1 -28.01 -6.99 -1.79
O1 -27.64 -9.41 -0.25
C1 -28.75 -9.54 0.49
C2 -29.31 -8.28 1.28
O2 -29.36 -7.12 0.61
H1 -28.62 -10.36 1.20
H2 -29.54 -9.81 -0.23
H3 -28.57 -8.22 2.10
H4 -30.25 -8.46 1.82
C3 -30.93 -3.95 -4.73
C4 -30.50 -5.05 -3.89
C5 -31.41 -5.48 -2.67
O3 -30.95 -6.24 -1.85
C6 -32.69 -4.80 -2.57
C7 -33.03 -3.71 -3.37
C8 -32.15 -3.30 -4.52
O4 -32.46 -2.35 -5.26
O5 -34.06 -3.06 -3.11
O6 -29.45 -5.67 -4.03
H5 -30.30 -3.68 -5.56
H6 -33.34 -5.10 -1.76
C9 -26.77 -4.41 -5.61
S1 -26.17 -6.12 -5.55
O7 -26.32 -6.60 -4.14
C10 -27.63 -6.79 -6.47
H7 -26.74 -4.00 -6.62
H8 -26.13 -3.73 -5.05
H9 -27.78 -4.29 -5.22
H10 -28.45 -6.54 -5.79
H11 -27.53 -7.87 -6.48
H12 -27.65 -6.29 -7.43
C11 -23.09 -8.00 -2.94
S2 -23.82 -7.71 -1.28
O8 -25.14 -7.06 -1.42
C12 -24.05 -9.45 -0.83
H13 -23.86 -8.27 -3.66
H14 -22.25 -8.69 -2.83
H15 -22.61 -7.14 -3.41
H16 -23.35 -9.70 -0.04
H17 -23.90 -10.08 -1.71
H18 -25.04 -9.73 -0.47
C13 -32.36 -9.32 -2.05
S3 -31.14 -9.59 -3.38
O9 -30.01 -8.63 -3.19
C14 -30.53 -11.17 -2.73
H19 -33.17 -10.04 -2.20
H20 -32.74 -8.30 -2.14
H21 -31.87 -9.34 -1.08
H22 -29.85 -11.43 -3.54
H23 -31.38 -11.81 -2.52
H24 -29.98 -11.12 -1.78
C15 -27.43 -11.14 -5.47
S4 -26.48 -10.36 -4.09
O10 -27.27 -9.19 -3.62
C16 -26.62 -11.72 -2.87
H25 -27.30 -12.22 -5.54
H26 -27.11 -10.63 -6.38
H27 -28.47 -10.84 -5.33
H28 -27.67 -11.83 -2.61
H29 -26.01 -11.45 -2.02
H30 -26.19 -12.64 -3.28

Density functional theory data (ωB97M-V/def2-TZVPD) for a molecular structure, C28H45BrN2OP2Zn at a distorted geometry.

Values from the calculation:
Energy relative to the best compared isomer or geometry (same formula, charge and spin) ... 0.0 kcal/mol
Orbital gap ... 6.13 eV
Total energy ... -6313.99647 Ha
Strongest force on any atom ... 3.108 eV/A
Net charge ... +2

CARTESIAN COORDINATES (ANGSTROEM)
C1 -0.60 7.24 -6.23
C2 -0.77 5.87 -6.56
C3 -1.09 5.58 -7.90
C4 -1.22 6.62 -8.83
N1 -1.06 7.90 -8.49
C5 -0.75 8.22 -7.23
C6 -0.65 4.80 -5.58
C7 -0.61 3.93 -4.72
C8 -0.82 2.95 -3.76
C9 0.05 2.83 -2.66
C10 -0.29 1.93 -1.67
C11 -1.45 1.07 -1.85
C12 -2.27 1.23 -3.02
C13 -1.95 2.16 -3.96
Zn1 -0.60 -0.92 -2.13
P1 1.90 -1.10 -1.23
H1 -1.23 4.53 -8.23
H2 -0.35 7.55 -5.20
H3 -1.47 6.41 -9.89
H4 -0.63 9.28 -7.01
H5 -2.59 2.30 -4.84
H6 0.93 3.48 -2.61
H7 -3.19 0.68 -3.15
H8 0.31 1.89 -0.75
C14 2.39 -2.66 -0.31
C15 3.29 -3.67 -1.01
H9 1.43 -3.13 -0.02
H10 2.87 -2.36 0.64
H11 3.39 -4.58 -0.40
H12 2.88 -4.00 -1.98
H13 4.30 -3.29 -1.16
C16 2.17 -1.33 -3.05
C17 3.08 -0.39 -3.81
H14 1.16 -1.17 -3.48
H15 2.40 -2.38 -3.29
H16 2.97 -0.53 -4.88
H17 2.84 0.66 -3.61
H18 4.13 -0.55 -3.59
C18 3.36 -0.02 -0.75
C19 4.77 -0.64 -0.75
H19 3.11 0.38 0.25
H20 3.36 0.85 -1.43
H21 5.54 0.12 -0.53
H22 4.89 -1.41 0.01
H23 5.05 -1.06 -1.71
Br1 -2.61 0.54 -0.30
P2 -2.08 -2.67 -3.35
C20 -0.36 -3.17 -3.44
C21 -0.08 -4.56 -4.01
H24 0.03 -3.04 -2.42
H25 0.08 -2.40 -4.09
H26 0.97 -4.59 -4.32
H27 -0.25 -5.32 -3.25
H28 -0.70 -4.76 -4.88
C22 -2.82 -2.83 -1.69
C23 -4.23 -3.37 -1.93
H29 -2.78 -1.84 -1.15
H30 -2.20 -3.53 -1.11
H31 -4.72 -3.58 -0.97
H32 -4.85 -2.68 -2.52
H33 -4.12 -4.31 -2.48
C24 -2.44 -1.28 -4.44
C25 -2.82 -1.47 -5.89
H34 -1.54 -0.66 -4.36
H35 -3.23 -0.71 -3.95
H36 -3.23 -0.55 -6.29
H37 -1.96 -1.75 -6.49
H38 -3.58 -2.24 -6.00
C26 1.18 2.61 2.89
N2 -0.04 1.84 2.94
C27 -1.08 2.24 3.87
C28 -0.24 0.80 2.09
O1 0.62 0.39 1.32
H39 1.15 3.27 3.76
H40 1.25 3.22 1.99
H41 2.06 1.96 2.96
H42 -1.98 2.62 3.34
H43 -1.39 1.40 4.52
H44 -0.68 3.06 4.49
H45 -1.25 0.37 2.16